1.
The following is a DFT calculation (wB97M-V/def2-TZVPD) of one molecule with the formula C22H24N2O6.

Its SMILES is CCOC(=O)c1ccc(COC(=O)CNC(=O)CNC(=O)Cc2ccccc2)cc1. The spin multiplicity is 1. Its LUMO energy is 0.0183 Eh.

Each line ends with the Mulliken charge.
CARTESIAN COORDINATES (ANGSTROEM)
C (6.10959, -2.86901, 3.98480)  -1.105
C (6.10495, -1.45917, 3.41096)  -0.252
O (4.79152, -0.90174, 3.40516)  -0.343
C (3.99769, -1.23586, 2.37788)  0.464
O (4.34562, -1.94979, 1.46903)  -0.620
C (2.65241, -0.61807, 2.48087)  0.398
C (1.70772, -0.91745, 1.50314)  -1.027
C (0.44386, -0.36370, 1.56003)  0.266
C (0.10322, 0.49791, 2.59705)  0.885
C (-1.26290, 1.13189, 2.66342)  -0.560
O (-2.30024, 0.19610, 2.36401)  -0.363
C (-2.79443, 0.19504, 1.13046)  0.755
O (-2.45799, 0.94951, 0.25495)  -0.535
C (-3.81912, -0.91766, 0.94152)  -0.797
N (-3.56408, -1.56138, -0.32345)  -0.230
C (-4.20595, -1.16004, -1.44521)  0.785
O (-5.24901, -0.54735, -1.45949)  -0.658
C (-3.43983, -1.56080, -2.71462)  -0.985
N (-2.32698, -0.64681, -2.89507)  0.000
C (-1.21125, -0.69381, -2.14528)  0.437
O (-0.99667, -1.58049, -1.33143)  -0.816
C (-0.19060, 0.40321, -2.40675)  -0.496
C (-0.69911, 1.54402, -3.23625)  -0.115
C (-1.61567, 2.44003, -2.69062)  0.152
C (-2.10646, 3.48725, -3.44915)  -0.727
C (-1.68765, 3.65413, -4.75940)  -0.387
C (-0.77728, 2.76780, -5.30857)  -0.641
C (-0.28738, 1.71690, -4.55175)  -0.462
C (1.04728, 0.79248, 3.57520)  -0.969
C (2.31327, 0.24360, 3.52059)  -0.702
H (5.52443, -3.52884, 3.34906)  0.313
H (5.68217, -2.87033, 4.98478)  0.295
H (7.12955, -3.23942, 4.03280)  0.379
H (6.69820, -0.78036, 4.02751)  0.304
H (6.49112, -1.46789, 2.38621)  0.316
H (1.97751, -1.58741, 0.70138)  0.500
H (-0.27141, -0.61290, 0.79068)  0.189
H (-1.32314, 1.96134, 1.94595)  0.282
H (-1.46905, 1.50345, 3.66974)  0.391
H (-3.75490, -1.62870, 1.76667)  0.300
H (-4.82181, -0.47998, 0.89442)  0.371
H (-2.62040, -1.92598, -0.45414)  0.344
H (-4.09521, -1.49342, -3.58229)  0.441
H (-3.04988, -2.57693, -2.61322)  0.367
H (-2.50110, 0.19315, -3.42720)  0.275
H (0.67354, -0.06992, -2.88033)  0.500
H (0.13216, 0.76098, -1.42540)  0.194
H (-1.94551, 2.30142, -1.67182)  0.489
H (-2.81757, 4.17547, -3.01709)  0.425
H (-2.06931, 4.47340, -5.35034)  0.382
H (-0.44676, 2.89415, -6.32909)  0.383
H (0.42372, 1.02779, -4.98512)  0.389
H (0.78655, 1.45943, 4.38417)  0.350
H (3.04259, 0.47475, 4.28065)  0.469

Cartesian forces, eV/Å:
C -0.1847 0.3441 -0.1433
C 0.4583 -0.3391 -0.1279
O -0.2477 0.1613 0.1544
C 0.1264 -0.1239 -0.2010
O -0.0078 0.0245 0.0918
C -0.2519 0.1395 0.0626
C 0.1555 -0.0123 0.0689
C -0.0632 0.0550 0.0554
C -0.0714 -0.0480 0.1020
C 0.2276 0.5217 -0.0964
O 0.0073 -0.1934 0.3878
C -0.3191 -0.1264 -0.2515
O 0.0941 0.0502 -0.0441
C -0.0266 0.0478 -0.1211
N 0.1957 -0.2286 0.4953
C 0.1228 -0.3818 -0.3887
O -0.2549 0.2606 -0.0725
C -0.0581 -0.0082 0.2051
N -0.2228 0.1037 -0.2231
C 0.1351 0.2569 -0.3330
O 0.2733 -0.3481 0.2085
C -0.0264 -0.0347 0.1537
C 0.1441 0.1550 -0.0439
C 0.0679 -0.0042 -0.0179
C -0.0520 0.0474 0.0052
C -0.0113 0.0471 -0.0656
C -0.0065 0.0505 -0.1037
C -0.0120 -0.0292 0.0765
C -0.1816 0.0419 -0.1146
C 0.1611 -0.1154 -0.1160
H -0.0005 -0.0750 -0.0235
H 0.0071 -0.0291 0.0993
H 0.1132 -0.0658 0.0241
H -0.0804 -0.0548 -0.1108
H -0.0182 0.0775 0.1964
H 0.0253 -0.0627 -0.0720
H -0.0543 -0.0371 -0.1025
H -0.0218 -0.1450 0.2253
H 0.0277 -0.0598 -0.1403
H -0.0568 0.1091 -0.0679
H 0.1491 -0.0305 0.1150
H -0.2229 0.0988 -0.0969
H 0.0257 -0.0252 0.1453
H -0.0532 0.0721 -0.0664
H 0.0630 -0.0829 0.0449
H -0.0426 -0.0154 0.0607
H 0.0013 -0.0967 -0.0252
H -0.0474 -0.0139 0.1362
H -0.0612 0.0559 0.0418
H -0.0313 0.0651 -0.0480
H 0.0247 0.0126 -0.0795
H 0.0733 -0.0773 -0.0271
H -0.0322 0.0526 0.1075
H 0.0414 0.0134 0.0608

---

2.
The following is a DFT calculation (wB97M-V/def2-TZVPD) of C7H13O as an isolated structure in a non-equilibrium geometry.

The spin multiplicity is 1. Its charge is -1. Its LUMO energy is 0.1226 Eh.

Each line ends with the Mulliken charge.
CARTESIAN COORDINATES (ANGSTROEM)
C (2.30317, -0.37720, -0.57887)  -0.672
O (3.07596, 0.00817, 0.43140)  -0.828
C (0.86915, -0.85354, -0.24320)  -0.315
C (0.04073, 0.30036, 0.24480)  -0.536
C (-1.27934, 0.45636, 0.19860)  0.684
C (-2.15707, -0.57579, -0.36474)  -0.489
C (-3.07759, -1.12356, 0.55036)  -0.613
C (-1.90743, 1.83674, 0.39695)  -1.431
H (2.71234, -1.21077, -1.20645)  0.250
H (2.15976, 0.45236, -1.33597)  0.133
H (0.90895, -1.67110, 0.48372)  0.265
H (0.32860, -1.25467, -1.11728)  0.412
H (5.37135, -0.24844, -0.83509)  -0.233
H (0.63131, 1.11673, 0.66245)  0.273
H (6.07013, -0.21462, -0.56267)  0.213
H (-2.91062, -0.86149, 1.61042)  0.228
H (-3.43876, -0.20587, -0.15473)  0.305
H (-3.54308, -2.09744, 0.46114)  0.276
H (-1.95926, 2.33147, -0.57400)  0.270
H (-2.91677, 1.83192, 0.81952)  0.423
H (-1.28154, 2.36040, 1.11363)  0.385

Cartesian forces, eV/Å:
C 0.2154 0.2541 -0.6494
O -0.1537 -0.1465 0.4477
C -0.8163 0.1748 0.1034
C 0.6418 -0.0335 0.5419
C -0.7988 0.5214 -0.6464
C 0.8590 -0.9394 -0.3791
C 1.8850 0.4935 1.1052
C 0.1186 -0.5894 0.3865
H 0.1999 -0.2121 -0.0639
H -0.2060 -0.0860 -0.1130
H 0.1500 0.0753 0.1648
H 0.2725 -0.0847 -0.1088
H 0.0728 0.0475 0.2546
H -0.0059 -0.0262 -0.0393
H -0.0784 -0.0413 -0.1979
H -0.3787 0.0831 -0.0346
H -1.3661 -0.3849 0.3125
H -0.7592 0.3996 -0.9598
H 0.0701 0.2663 0.1236
H -0.0315 -0.1887 -0.0154
H 0.1093 0.4173 -0.2327

---

3.
The following is a DFT calculation (wB97M-V/def2-TZVPD) of a 2-piece molecular cluster, C4H10NO2S overall in a non-equilibrium geometry.

The spin multiplicity is 1. Its charge is -1. Its LUMO energy is 0.1270 Eh.

Each line ends with the Mulliken charge.
CARTESIAN COORDINATES (ANGSTROEM)
C (0.72337, -1.83852, 0.82522)  -0.960
C (1.65234, -0.81250, 0.19920)  -0.312
C (1.32799, 0.58305, 0.74422)  -0.309
S (2.39307, 1.87856, -0.03857)  -0.347
H (0.90342, -2.78920, 0.33639)  0.319
H (-0.31605, -1.51807, 0.65383)  0.211
H (0.92943, -1.93514, 1.89811)  0.287
H (2.69012, -1.08603, 0.38578)  0.356
H (1.51383, -0.78051, -0.89272)  0.243
H (1.55911, 0.65687, 1.82932)  0.334
H (0.23643, 0.87120, 0.56689)  0.077
H (1.37424, 2.17400, -0.92933)  0.175
N (-3.08949, 0.97363, -1.52800)  -0.643
C (-1.91239, 0.84240, -0.59148)  0.466
O (-1.99285, -0.05554, 0.29826)  -0.739
O (-0.92031, 1.60694, -0.83565)  -0.688
H (-3.18186, 0.06279, -2.03030)  0.267
H (-3.89039, 1.16608, -0.89118)  0.261

Cartesian forces, eV/Å:
C -0.1578 0.2215 -0.2459
C -0.4854 0.6124 -0.0041
C -0.0825 0.3581 0.5396
S -1.4279 -0.0836 -0.5903
H -0.1239 -0.4482 0.0774
H 0.2637 -0.2178 0.2522
H -0.1642 -0.0350 -0.1171
H 0.2226 0.1321 -0.0096
H 0.0055 -0.0676 0.2596
H -0.2003 -0.2323 -0.5130
H 1.6225 -0.3964 0.1423
H 0.8289 -0.0025 0.5023
N 0.1029 0.0671 0.3962
C 1.3692 -0.2549 -0.1590
O -0.1019 1.1546 -0.8624
O -1.9141 -0.9510 0.2224
H -0.3091 0.9761 1.0271
H 0.5518 -0.8327 -0.9177

---

| no. | HOMO-LUMO gap (eV) | E (a.u.) |
| --- | --- | --- |
| 1 | 9.8 | -1413.78129 |
| 2 | 5.6 | -349.53492 |
| 3 | 7.8 | -761.89474 |